{"formula": "CBrClO", "method": "the ωB97M-V functional and the def2-TZVPD basis", "homo_ev": -10.70, "de_lowest_kcal_mol": 11.4, "e_tot_ha": -3147.52138, "multiplicity": 1, "homo_lumo_gap_ev": 9.196, "elements": ["C", "O", "Cl", "Br"], "positions_angstrom": [[2.242, -0.101, 0.661], [2.884, -0.334, -0.220], [-2.449, -0.852, -0.087], [-2.677, 1.287, -0.355]], "forces_ev_per_angstrom": [[-0.71, 0.26, 0.97], [0.70, -0.26, -0.97], [-0.06, 0.60, -0.07], [0.07, -0.60, 0.08]]}